1.
C16H21Cl2IN4O5S2Tl | wB97M-V/def2-TZVPD

Atoms and positions in Å:
Tl1 0.78095 -0.83930 -0.84343
I1 1.37423 -3.73239 -6.69396
Cl1 3.51622 -0.43496 -1.72243
Cl2 4.16130 -3.12198 -2.77903
S1 0.39514 -2.84579 0.99888
S2 -1.30503 0.20708 -1.56437
O1 1.73313 0.88001 0.51733
O2 -0.60811 -3.32468 0.00647
O3 1.66480 -2.51009 0.12767
O4 0.72555 -3.76149 2.03591
O5 -0.02964 -1.48346 1.43642
N1 0.85183 -2.19027 -2.78884
N2 -2.59609 -1.19937 0.31017
N3 0.44529 -3.45656 -2.60838
N4 -2.47021 1.06941 0.66193
C1 -3.17829 0.99627 1.94299
C2 0.16361 3.12605 -0.36223
C3 -1.26901 4.87744 0.44403
C4 0.99398 -3.29737 -4.72159
C5 0.70460 2.97756 0.91293
C6 4.27736 -2.05004 -1.40274
C7 0.27530 3.81081 1.94518
C8 -2.18795 -0.00846 -0.04648
C9 1.18963 -2.07920 -4.07005
C10 -0.72162 4.74616 1.71371
C11 -3.19410 -1.47027 1.62549
C12 2.70948 2.10237 2.27005
C13 -2.87090 -0.34359 2.58981
C14 0.51561 -4.15273 -3.74752
C15 -0.81660 4.07595 -0.59960
C16 1.71682 1.92240 1.16529
H1 0.23108 -5.19028 -3.79424
H2 3.75373 -2.47424 -0.55532
H3 -2.77513 -2.41298 1.97096
H4 -4.27038 -1.59419 1.49818
H5 3.16164 3.09324 2.23694
H6 -1.81324 -0.39526 2.85248
H7 -2.09647 1.94848 0.33521
H8 1.57476 -1.15363 -4.46650
H9 -3.46143 -0.45834 3.49666
H10 2.19419 2.00496 3.22930
H11 5.31769 -1.83117 -1.19971
H12 -4.24911 1.12050 1.77072
H13 -2.16729 -1.99680 -0.16001
H14 0.69961 3.71727 2.93583
H15 -2.03499 5.61978 0.26100
H16 0.52988 2.51176 -1.17120
H17 3.46665 1.32663 2.20757
H18 -1.06369 5.38007 2.52066
H19 -2.83402 1.82678 2.55581
H20 0.10602 -3.73502 -1.68050
H21 -1.21677 4.20295 -1.59749

## Properties
net charge	+1
electronic energy	-92634.9023	eV



2.
C7H23ClN10O7 | wB97M-V/def2-TZVPD

Atoms and positions in Å:
Cl1 3.94566 1.99273 -1.26180
O1 4.57959 3.19117 0.90801
O2 2.41736 3.12456 0.65060
O3 0.51792 2.64961 -3.61840
O4 -2.98474 -3.84117 5.31414
O5 1.16947 -0.04601 1.70181
O6 1.77385 -4.52048 5.85828
O7 -0.99496 1.30853 -8.26015
N1 0.70497 1.30283 -5.43189
N2 -3.02715 1.72196 -7.34927
N3 2.48447 -1.43321 2.91818
N4 -4.93516 -3.49124 4.22169
N5 3.01182 0.79857 2.71879
N6 -3.03447 -2.37249 3.57867
N7 -0.31025 -4.12480 6.66262
N8 -2.24532 3.00449 -9.09326
N9 0.52849 -2.86078 4.94550
N10 0.96087 0.44763 -3.31089
C1 0.73257 -3.88338 5.82923
C2 1.82647 4.20453 -0.08280
C3 -2.02047 1.96706 -8.23590
C4 2.15613 -0.21138 2.39848
C5 0.71443 1.54125 -4.09150
C6 -3.60679 -3.27086 4.43057
C7 3.70124 2.86453 0.24514
H1 -2.05692 -2.18513 3.69353
H2 -0.20178 -4.86657 7.32926
H3 -5.46881 -3.03864 3.50423
H4 2.80850 1.71197 2.34967
H5 0.86264 0.40101 -5.83967
H6 -2.89339 0.96617 -6.70247
H7 -3.08018 3.55883 -9.09020
H8 0.97546 0.59006 -2.31632
H9 1.89811 4.08136 -1.17201
H10 1.87628 -2.19816 2.69231
H11 1.27297 -2.64583 4.30734
H12 -3.87741 2.25100 -7.31126
H13 3.82626 0.67563 3.29046
H14 1.12656 -0.47165 -3.67367
H15 -1.17207 -3.60938 6.63968
H16 -3.53484 -1.89997 2.84997
H17 3.28883 -1.60108 3.49432
H18 -0.31608 -2.32495 4.90820
H19 -1.52400 3.21234 -9.75933
H20 0.76358 4.20279 0.17815
H21 2.22577 5.19099 0.19111
H22 -5.39132 -4.14759 4.82878
H23 0.52581 2.08313 -6.03790

## Properties
net charge	0
SMILES string	COC(=O)Cl.NC(N)=O.NC(N)=O.NC(N)=O.NC(N)=O.NC(N)=O
electronic energy	-49392.6449	eV



3.
C48H88B8F32N16 | wB97M-V/def2-TZVPD

Atoms and positions in Å:
F1 10.82455 3.23062 -15.72130
F2 8.06849 0.08534 -12.20568
F3 8.33761 4.91810 -8.68113
F4 15.00429 -3.35436 -12.39204
F5 10.55266 4.84408 -14.07212
F6 12.78314 5.22656 -11.94474
F7 15.81105 -1.56814 -13.44735
F8 14.74932 0.91523 -6.04780
F9 12.16463 7.22938 -12.82704
F10 8.12208 5.51969 -10.90548
F11 12.57215 -4.50580 -8.86666
F12 6.07839 0.18507 -8.01281
F13 9.32036 -0.40854 -13.97744
F14 12.43530 4.66512 -15.34794
F15 7.80557 -1.93947 -13.28687
F16 13.09693 -4.10836 -11.01920
F17 13.37831 2.14075 -4.77783
F18 11.31580 -5.46946 -10.53894
F19 12.58167 0.88221 -6.57029
F20 6.37216 5.14342 -9.57190
F21 14.04406 7.07111 -11.49455
F22 13.94516 6.16896 -13.58356
F23 7.61133 3.42308 -10.28421
F24 13.78587 2.72947 -6.97041
F25 7.13393 -0.02787 -14.20427
F26 13.51835 -6.09541 -10.24143
F27 14.64627 -3.16356 -14.63923
F28 13.68586 -1.67940 -13.13791
F29 8.15904 0.68782 -8.81291
F30 11.98658 3.15062 -13.76288
F31 7.24739 -1.37677 -9.10205
F32 6.39101 0.29371 -10.21159
N1 15.90181 -3.29847 -5.24232
N2 17.41634 -3.82582 -3.69992
N3 18.27693 5.02468 -10.99393
N4 11.73570 -1.47095 -16.43199
N5 14.12035 7.41845 -7.70951
N6 7.55166 3.50111 -14.86773
N7 13.83297 9.61643 -7.53051
N8 8.94821 8.64656 -3.09550
N9 7.71706 3.15469 -17.04413
N10 7.58618 -1.75675 -3.22412
N11 8.87359 7.42630 -4.90342
N12 11.36461 -3.06485 -17.98918
N13 18.65632 3.50855 -9.40373
N14 8.82512 -0.83567 -4.88744
N15 12.66315 -0.04243 -9.84371
N16 11.42089 1.62236 -10.54003
C1 7.95432 9.15355 -3.89379
C2 14.37381 6.06736 -8.23764
C3 7.29935 4.72390 -15.49149
C4 11.69344 -3.73344 -16.75650
C5 18.47005 2.22627 -8.63464
C6 16.98053 -3.89867 -5.89764
C7 19.21705 5.56708 -10.16234
C8 10.58487 2.79991 -10.62592
C9 10.19144 -1.92593 -6.65211
C10 17.94826 -4.18007 -4.91863
C11 16.24334 -3.19733 -3.92876
C12 14.08290 9.11353 -6.26897
C13 8.81976 -1.62394 -3.76752
C14 13.59977 -4.10937 -5.44172
C15 7.01388 -2.45656 -2.04650
C16 7.90941 8.38538 -5.01570
C17 10.93345 3.92642 -9.68868
C18 14.62697 -3.00163 -5.82113
C19 10.60277 6.58262 -6.69056
C20 11.25110 0.57780 -11.46807
C21 17.97364 3.73530 -10.56331
C22 8.77317 3.13561 -19.29450
C23 6.78482 -1.11037 -4.18969
C24 14.26419 7.75874 -6.39712
C25 7.83610 3.27290 -13.47179
C26 17.60820 5.65398 -12.11045
C27 7.56095 -0.66964 -5.26678
C28 11.87664 -2.72071 -15.86952
C29 13.88597 8.58612 -8.45045
C30 11.49317 -1.72403 -17.75156
C31 7.82043 2.42185 -18.29952
C32 9.24833 6.42930 -5.92614
C33 13.55909 -0.88679 -9.05940
C34 17.03770 1.95494 -8.19318
C35 15.83800 5.86682 -8.70479
C36 17.99431 -4.09275 -2.39810
C37 7.71145 2.55747 -15.84647
C38 9.55423 7.64079 -3.72601
C39 9.46570 9.29614 -1.87298
C40 10.04487 -0.70832 -5.70012
C41 10.24835 -4.77758 -19.43202
C42 13.52637 10.97834 -7.88868
C43 12.31885 1.25801 -9.60564
C44 7.39484 4.46011 -16.82346
C45 11.18880 -3.61415 -19.31148
C46 19.43840 4.60789 -9.17532
C47 11.94605 -0.23798 -15.73215
C48 12.04512 -0.43584 -10.99862
B1 6.95292 -0.02072 -9.03092
B2 7.65441 4.70387 -9.87182
B3 13.22533 6.42914 -12.42892
B4 14.76969 -2.46439 -13.41634
B5 11.41447 3.97557 -14.71030
B6 8.08487 -0.57465 -13.40399
B7 12.61532 -5.04446 -10.15117
B8 13.59072 1.67410 -6.06804
H1 15.52927 -2.77883 -3.23639
H2 13.82391 8.70513 -9.52277
H3 16.17990 4.87649 -8.99948
H4 19.13223 2.40631 -7.78777
H5 7.24324 8.45141 -5.86206
H6 13.66183 6.02600 -9.06454
H7 8.67149 2.62760 -13.20875
H8 12.27576 -2.80021 -14.86827
H9 9.41252 -1.89388 -7.41449
H10 7.85449 4.24419 -12.98086
H11 9.70905 -2.12763 -3.42140
H12 13.81289 -1.76637 -9.64923
H13 8.96512 8.84459 -1.01738
H14 9.61538 3.56843 -18.75514
H15 10.52031 9.04492 -1.76856
H16 12.71812 1.99454 -8.92662
H17 5.71255 -1.12772 -4.07222
H18 20.14412 4.57918 -8.35969
H19 6.20464 -1.81956 -1.69446
H20 14.23729 11.68537 -7.46426
H21 12.13295 -3.70425 -19.84917
H22 16.92114 -4.11741 -6.95276
H23 17.33130 -3.83152 -1.57533
H24 10.36755 7.04453 -3.34370
H25 11.26552 0.54697 -16.05537
H26 11.93619 -0.41587 -14.65781
H27 11.53150 -0.88536 -18.42988
H28 6.83593 2.37862 -18.76570
H29 12.01730 4.03929 -9.63220
H30 13.18386 -4.00332 -4.43887
H31 17.38017 2.98400 -11.06241
H32 11.17372 -1.82108 -7.11286
H33 8.18930 1.40358 -18.18956
H34 7.94090 1.50231 -15.81990
H35 16.95856 1.17755 -7.43452
H36 10.05887 0.21452 -6.27974
H37 16.55707 5.73144 -11.83373
H38 7.27718 -0.22147 -6.21193
H39 12.93881 -1.16394 -8.20514
H40 14.78866 -2.90721 -6.89508
H41 12.17938 -1.46099 -11.31110
H42 18.10440 -5.17547 -2.32627
H43 6.94486 2.73108 -13.15055
H44 12.98959 0.04694 -15.87551
H45 9.17369 5.43471 -5.48741
H46 10.20397 -2.88731 -6.13742
H47 10.63307 5.91620 -7.55274
H48 8.42248 6.43632 -6.63885
H49 10.67160 -2.85522 -19.90264
H50 10.46449 4.82329 -10.09198
H51 10.68637 -5.66014 -18.96548
H52 14.06169 -5.09701 -5.43934
H53 17.99138 6.65027 -12.32947
H54 14.29541 -0.23138 -8.59464
H55 7.78292 -2.45626 -1.27526
H56 16.40835 6.09350 -7.80042
H57 9.20898 -4.58795 -19.16967
H58 10.54564 0.73758 -12.26878
H59 16.40087 1.61749 -9.01178
H60 9.33302 10.37299 -1.95084
H61 9.55538 2.44052 -10.59736
H62 19.63804 6.55662 -10.23778
H63 11.74306 -4.80928 -16.72681
H64 17.83034 5.12163 -13.03452
H65 7.10635 5.61955 -14.92391
H66 10.54190 3.82065 -8.67582
H67 10.83744 7.57995 -7.06434
H68 18.99019 -3.67409 -2.26102
H69 11.40946 6.29154 -6.01524
H70 18.82047 1.36306 -9.19933
H71 18.89021 -4.70470 -4.88757
H72 8.20765 3.85610 -19.88497
H73 16.57550 2.87145 -7.82580
H74 10.22921 -4.99426 -20.50153
H75 14.00192 5.29821 -7.56070
H76 12.77523 -4.12334 -6.15422
H77 7.24372 5.05503 -17.71114
H78 10.90574 -0.55980 -5.04789
H79 7.39138 10.04363 -3.66214
H80 13.46366 11.18585 -8.95701
H81 6.71213 -3.46106 -2.33598
H82 14.09590 9.72683 -5.38209
H83 14.36223 7.07636 -5.56732
H84 9.18791 2.43646 -20.02092
H85 12.50159 11.24358 -7.62543
H86 16.18519 6.57650 -9.45563
H87 10.66353 3.12234 -11.66609
H88 14.27799 -2.00060 -5.56425

## Properties
net charge	0
electronic energy	-167455.6209	eV



Summary of Kohn-Sham gap in eV
7.043, 9.959, 5.392
(order as listed above)